Density functional theory data (wB97M-V/def2-TZVPD) for 2 unconnected molecules or ions with the total composition C4H7N3O in a non-equilibrium geometry.

Output
ΔE to the lowest compared entry with this formula, charge and spin: 261.8 kcal per mole
Spin multiplicity: 1
Frontier orbital gap: 9.481 eV
F_max: 0.2778 hartree/bohr
HOMO: -8.9978 eV
Total charge: 0
Electronic energy: -395.7313 a.u.

Structure (XYZ):
```
15
Properties=species:S:1:pos:R:3:mulliken_charge:R:1
O 2.094 -0.946 -0.549 -0.558
N -0.601 -0.779 1.348 -0.832
N -0.198 1.663 0.091 -0.373
N 1.183 0.890 0.269 -0.251
C -0.898 0.555 -0.392 -0.231
C 1.089 -0.365 -0.295 0.321
C -0.555 -0.644 -0.258 0.439
C -2.156 -0.391 -0.549 -0.589
H -0.430 1.924 1.223 0.406
H -0.919 0.705 -1.641 0.125
H -2.564 -1.021 0.371 0.355
H -0.019 -2.087 1.488 0.284
H 0.255 -0.062 1.628 0.413
H 1.849 1.473 0.006 0.258
H -2.494 -0.721 -1.680 0.233
```

Density functional theory data (wB97M-V/def2-TZVPD) for C4H7N3O in the gas phase in a non-equilibrium geometry.

Output
ΔE to the lowest compared entry with this formula, charge and spin: 78.4 kcal per mole
Spin multiplicity: 1
Frontier orbital gap: 9.983 eV
F_max: 0.0829 hartree/bohr
HOMO: -9.8657 eV
Total charge: 0
Electronic energy: -396.0235 a.u.

Structure (XYZ):
```
15
Properties=species:S:1:pos:R:3:mulliken_charge:R:1
O -1.423 -0.522 1.768 -0.511
N 0.353 1.359 0.442 -0.746
N 1.222 -0.393 -2.221 -0.450
N 1.930 -1.057 -1.115 -0.391
C 1.353 -0.908 -0.039 -0.382
C 0.198 0.173 -1.598 -0.510
C -1.254 -0.303 0.398 -1.015
C 0.141 0.050 -0.138 1.498
H -1.657 0.223 2.220 0.320
H 1.616 -1.452 0.906 0.392
H -1.927 0.483 0.039 0.423
H 0.322 1.286 1.423 0.234
H 1.370 1.540 0.198 0.333
H -0.641 0.682 -2.044 0.426
H -1.601 -1.164 -0.240 0.379
```

Density functional theory data (wB97M-V/def2-TZVPD) for 2 unconnected molecules or ions with the total composition C4H7N3O2 in a non-equilibrium geometry.

Output
ΔE to the lowest compared entry with this formula, charge and spin: 162.5 kcal per mole
Spin multiplicity: 1
Frontier orbital gap (alpha / beta): 7.873 / 7.875 eV
F_max: 0.0670 hartree/bohr
HOMO (alpha / beta): -8.0881 / -8.0881 eV
Total charge: 0
Electronic energy: -471.1441 a.u.

Structure (XYZ):
```
16
Properties=species:S:1:pos:R:3:mulliken_charge:R:1
O -0.689 2.309 0.492 -0.622
O -2.115 1.018 -0.589 -0.622
N 1.269 0.155 -0.020 0.071
N -0.999 1.260 -0.112 0.867
N -3.011 -1.600 -0.037 -0.389
C -3.801 -0.802 0.138 0.093
C 2.130 1.094 0.220 -0.232
C 1.727 -1.251 -0.004 -1.042
C -0.055 0.220 -0.376 -0.489
H 0.873 -1.922 0.252 0.362
H 1.881 2.120 0.296 0.289
H 2.197 -1.511 -0.899 0.373
H 2.515 -1.227 0.629 0.385
H 3.201 0.937 0.419 0.212
H -4.543 -0.132 0.247 0.307
H -0.579 -0.669 -0.654 0.437
```